ORCA calculation (ωB97M-V with the def2-TZVPD basis set) on an isolated ion of composition C5H9O and charge +1.

The geometry in ORCA input format:
```
! wB97M-V def2-TZVPD RIJCOSX def2/J DEFGRID3
* xyz 1 1
C -1.1773 -0.6428 0.4010
C -0.1115 -0.0617 1.2832
C 1.0004 -0.8884 -0.4736
C 0.5239 1.2855 -0.6779
C -0.2145 -1.4454 -0.5269
O 0.8905 0.2810 0.3432
H -1.9556 -1.1632 0.9254
H -1.7598 0.2507 0.0703
H -0.5412 0.8102 1.7063
H 0.4430 -0.5166 2.0917
H 1.8527 -0.6222 -1.1265
H 0.8180 2.5498 -0.4142
H 1.1312 1.0607 -1.5455
H -0.6070 1.2296 -0.6768
H -0.2927 -2.1272 -1.3798
*
```

Values from the calculation:
LUMO level: -3.84 eV
gap between HOMO and LUMO: 11.39 eV
E_HOMO: -15.2 eV


ORCA calculation (ωB97M-V with the def2-TZVPD basis set) on an isolated ion of composition C5H9O2S and charge -1.

The geometry in ORCA input format:
```
! wB97M-V def2-TZVPD RIJCOSX def2/J DEFGRID3
* xyz -1 1
C -1.7414 -0.4093 2.1077
S -0.6299 -1.6498 1.4711
C -0.3652 -1.1885 -0.3356
C -0.2720 0.2900 -0.7142
C 1.1889 0.9211 -0.4536
C 2.1927 0.8356 -1.7006
O 2.6135 1.9133 -2.0699
O 2.2945 -0.3324 -1.9183
H -1.5195 -0.4598 3.1592
H -2.7511 -0.6367 1.9525
H -1.5379 0.5245 1.8035
H 0.5495 -1.7729 -0.6513
H -1.3351 -1.5030 -0.8156
H -1.1841 0.7954 -0.3420
H -0.2318 0.3838 -1.8694
H 1.7470 0.4312 0.3269
H 0.9818 1.8576 0.0495
*
```

Values from the calculation:
structure (SMILES): CSCCCC(=O)[O-]
LUMO level: 3.11 eV
gap between HOMO and LUMO: 6.74 eV
E_HOMO: -3.6 eV


ORCA calculation (ωB97M-V with the def2-TZVPD basis set) on an isolated ion of composition C5H9O2S2 and charge -1.

The geometry in ORCA input format:
```
! wB97M-V def2-TZVPD RIJCOSX def2/J DEFGRID3
* xyz -1 1
C 1.6801 1.7213 -0.4976
C 0.5862 0.8186 -1.0130
C -0.4306 0.3572 0.0787
S -1.3212 1.8220 0.5480
S 0.3515 -0.4020 1.6210
C 0.0369 -2.1580 1.4034
C -1.5175 -0.6948 -0.7304
O -2.6674 -0.3774 -0.5219
O -1.0492 -1.6366 -1.2365
H 2.4340 1.2913 0.1576
H 1.2495 2.3462 0.2853
H 2.1635 2.2459 -1.4037
H -0.0097 1.3081 -1.7361
H 1.1036 -0.1284 -1.5044
H -2.4535 1.1882 0.4847
H -1.0728 -2.4615 1.5362
H 0.6533 -2.6873 2.2157
H 0.2631 -2.5525 0.3130
*
```

Values from the calculation:
structure (SMILES): CC[C@](S)(SC)C(=O)[O-]
LUMO level: 3.34 eV
gap between HOMO and LUMO: 7.62 eV
E_HOMO: -4.3 eV


ORCA calculation (ωB97M-V with the def2-TZVPD basis set) on a 2-piece molecular cluster, C5H9O3 overall.

The geometry in ORCA input format:
```
! wB97M-V def2-TZVPD RIJCOSX def2/J DEFGRID3
* xyz 0 4
O -0.3280 -0.0437 2.1702
O 0.7982 -0.0411 2.0639
C -3.7737 -1.2054 -0.8926
C -3.0073 0.0731 -0.7874
C -1.6562 0.0492 -1.0169
C -3.6807 1.2315 -0.4544
C -3.0798 2.5627 -0.1908
O -4.0633 3.5350 0.1396
H -4.8368 -1.0514 -0.6926
H -3.6783 -1.6363 -1.8907
H -3.4042 -1.9372 -0.1714
H -1.0579 0.9355 -0.9697
H -1.1677 -0.8642 -1.2845
H -4.7492 1.1844 -0.3651
H -2.3664 2.4901 0.6413
H -2.5264 2.9053 -1.0745
H -3.6547 4.4145 0.3061
*
```

Values from the calculation:
LUMO level (alpha / beta): 0.84 / -0.26 eV
gap between HOMO and LUMO (alpha / beta): 8.41 / 9.38 eV
E_HOMO (alpha / beta): -7.6 / -9.6 eV


ORCA calculation (ωB97M-V with the def2-TZVPD basis set) on C5H9O3Tl as an isolated structure.

The geometry in ORCA input format:
```
! wB97M-V def2-TZVPD RIJCOSX def2/J DEFGRID3
* xyz 2 1
H 5.0054 -1.3406 0.8385
O 2.3860 0.1224 0.3287
C 3.1960 -0.7360 -0.0147
H 2.8269 -1.6636 -0.4892
H 5.1179 -0.8139 -0.8339
C 4.6485 -0.5732 0.1330
H 4.9199 0.4326 0.4665
C -1.3617 0.7796 -0.3126
O -1.2765 -0.1155 -1.1642
Tl 0.4865 0.2620 0.3245
O -2.1711 0.5280 0.7518
C -2.9413 1.4280 1.5551
C -3.2285 2.7998 0.9882
H -2.4042 1.5040 2.5078
H -3.8776 0.8861 1.7392
H -2.2956 3.3544 0.8209
H -3.8238 3.3740 1.7116
H -3.8084 2.7267 0.0586
*
```

Values from the calculation:
LUMO level: -11.22 eV
gap between HOMO and LUMO: 7.38 eV
E_HOMO: -18.6 eV


ORCA calculation (ωB97M-V with the def2-TZVPD basis set) on C5H9O4 as an isolated structure.

The geometry in ORCA input format:
```
! wB97M-V def2-TZVPD RIJCOSX def2/J DEFGRID3
* xyz 0 2
O 1.9526 -0.6831 1.4800
C 2.4289 0.3118 0.7374
C 1.7150 -1.8407 0.6740
O 2.6045 1.4333 1.1200
O 2.5878 -0.0883 -0.5355
C 1.9586 -1.3282 -0.7270
H 0.6777 -2.1673 0.8255
H 2.4039 -2.6413 0.9739
H 2.5214 -1.9423 -1.4319
O 0.2285 -1.0889 -1.7642
H 0.4979 -1.4333 -2.6273
C -2.1669 -0.1739 -0.8347
C -1.4462 -0.4760 -2.1181
H -3.1235 0.3320 -1.0452
H -2.3825 -1.0983 -0.2793
H -1.5705 0.4875 -0.1891
H -1.2807 0.4117 -2.7460
H -1.9169 -1.2716 -2.7115
*
```

Values from the calculation:
LUMO level (alpha / beta): 0.67 / 0.42 eV
gap between HOMO and LUMO (alpha / beta): 7.53 / 11.19 eV
E_HOMO (alpha / beta): -6.9 / -10.8 eV


Energy relative to the best compared isomer or geometry (same formula, charge and spin), record by record: 3.164; 1.365; 1.038; 0.066; 5.487; 1.824 eV